{
  "formula": "C11H44N22O11",
  "method": "ωB97M-V/def2-TZVPD",
  "de_lowest_ev": 12.361,
  "orbital_gap_ev": 9.4,
  "smiles": "NC(N)=O.NC(N)=O.NC(N)=O.NC(N)=O.NC(N)=O.NC(N)=O.NC(N)=O.NC(N)=O.NC(N)=O.NC(N)=O.NC(N)=O",
  "charge": 0,
  "species": ["N", "C", "N", "O", "H", "H", "H", "H", "N", "C", "N", "O", "H", "H", "H", "H", "N", "C", "N", "O", "H", "H", "H", "H", "N", "C", "N", "O", "H", "H", "H", "H", "N", "C", "N", "O", "H", "H", "H", "H", "N", "C", "N", "O", "H", "H", "H", "H", "N", "C", "N", "O", "H", "H", "H", "H", "N", "C", "N", "O", "H", "H", "H", "H", "N", "C", "N", "O", "H", "H", "H", "H", "N", "C", "N", "O", "H", "H", "H", "H", "N", "C", "N", "O", "H", "H", "H", "H"],
  "xyz": [[-11.845, 23.509, -30.312], [-11.619, 22.294, -30.600], [-10.346, 22.195, -30.576], [-12.413, 21.551, -31.063], [-11.147, 24.052, -29.825], [-12.800, 23.799, -30.156], [-9.726, 22.849, -30.121], [-10.029, 21.237, -30.599], [-8.884, 18.173, -22.204], [-9.854, 17.774, -21.470], [-11.000, 17.791, -22.103], [-9.667, 17.579, -20.283], [-8.856, 18.196, -23.214], [-7.968, 18.037, -21.801], [-11.815, 17.375, -21.675], [-11.020, 18.308, -22.971], [-17.724, 27.180, -30.919], [-16.814, 27.241, -30.039], [-16.620, 28.427, -29.663], [-16.283, 26.259, -29.591], [-18.253, 27.979, -31.237], [-17.860, 26.257, -31.305], [-16.002, 28.526, -28.871], [-17.217, 29.174, -29.990], [-17.964, 24.349, -21.441], [-18.867, 25.046, -20.845], [-19.700, 25.562, -21.673], [-18.854, 25.160, -19.663], [-17.139, 24.370, -20.858], [-17.872, 24.266, -22.444], [-20.390, 26.101, -21.169], [-19.628, 25.530, -22.680], [-14.479, 22.930, -25.612], [-13.482, 23.073, -24.794], [-13.682, 22.362, -23.741], [-12.588, 23.935, -25.071], [-14.549, 23.586, -26.376], [-14.677, 21.941, -25.658], [-12.901, 22.249, -23.110], [-14.488, 21.770, -23.881], [-7.463, 25.965, -25.098], [-6.761, 24.909, -25.175], [-7.456, 24.046, -25.727], [-5.578, 24.831, -24.743], [-8.290, 25.936, -25.677], [-7.007, 26.866, -25.126], [-7.125, 23.092, -25.722], [-8.332, 24.359, -26.121], [-18.836, 19.558, -22.803], [-18.200, 18.794, -23.607], [-18.250, 17.526, -23.273], [-17.477, 19.286, -24.471], [-19.412, 19.247, -22.034], [-18.642, 20.548, -22.757], [-17.634, 16.993, -23.869], [-18.762, 17.288, -22.435], [-15.538, 18.500, -29.263], [-15.633, 17.302, -29.750], [-14.888, 17.250, -30.804], [-16.285, 16.515, -29.337], [-16.045, 18.606, -28.396], [-14.831, 19.109, -29.650], [-14.531, 18.115, -31.185], [-14.885, 16.331, -31.222], [-10.485, 24.770, -19.149], [-11.383, 23.874, -19.264], [-10.790, 22.846, -19.737], [-12.591, 23.959, -19.069], [-9.566, 24.472, -19.442], [-10.722, 25.688, -18.800], [-11.254, 22.000, -19.439], [-9.802, 22.940, -19.927], [-11.499, 28.262, -27.452], [-10.492, 28.448, -28.321], [-10.251, 29.749, -28.412], [-9.783, 27.525, -28.729], [-11.697, 27.441, -26.899], [-12.031, 29.092, -27.232], [-10.613, 30.420, -27.749], [-9.505, 30.050, -29.022], [-19.324, 23.032, -28.080], [-19.949, 23.471, -27.010], [-20.915, 22.706, -26.665], [-19.903, 24.575, -26.564], [-19.611, 22.128, -28.428], [-18.803, 23.660, -28.674], [-21.696, 23.083, -26.147], [-21.013, 21.757, -26.996]],
  "forces_ev_per_a": [[-3.679, 7.061, 2.563], [-0.614, 0.624, -1.187], [7.031, -4.210, 0.086], [-2.586, -3.513, -0.817], [-0.506, 0.082, -0.124], [0.111, 0.106, -0.159], [-0.332, -0.303, -0.143], [0.500, 0.161, -0.187], [5.549, 1.429, -3.263], [-0.768, -0.052, 3.275], [-3.136, -0.433, -1.206], [-0.545, -0.987, 0.928], [-0.423, -0.181, 0.216], [-0.164, 0.260, 0.081], [0.112, 0.446, -0.251], [-0.633, -0.457, 0.213], [-4.617, -1.656, -5.060], [0.731, -3.049, 1.126], [2.204, 6.244, 3.007], [1.695, -1.994, 0.951], [0.133, -0.544, -0.136], [-0.416, 0.415, -0.183], [-0.260, 0.511, -0.166], [0.531, 0.003, 0.465], [4.696, -3.166, -1.572], [0.378, -0.260, 0.167], [-4.412, 2.676, -1.584], [-0.664, 0.906, 3.567], [0.381, -0.717, -0.543], [0.144, 0.229, 0.314], [-0.359, 0.148, -0.882], [-0.161, 0.155, 0.443], [-2.974, -0.909, -2.772], [4.051, 5.825, -2.099], [0.983, -1.868, 3.067], [-0.938, -1.850, 1.569], [0.074, -0.699, -0.209], [-1.088, 0.378, -1.261], [-0.535, -0.471, 0.242], [0.398, -0.367, 1.429], [-3.037, 7.149, 0.410], [7.995, 1.446, 3.375], [-3.095, -7.536, -3.478], [-1.732, -0.475, -0.674], [-0.015, 0.856, 0.411], [0.099, -0.192, 0.334], [-0.461, 0.105, -0.364], [0.183, -1.330, -0.035], [-3.455, 4.058, 3.777], [2.934, 0.841, -1.653], [0.062, -2.142, -0.662], [0.204, -0.561, -0.888], [0.184, -0.192, -0.266], [0.025, -0.268, -0.488], [-0.442, -0.848, 0.673], [0.563, -0.803, -0.503], [-0.282, 4.422, 2.720], [4.972, 7.243, -3.180], [2.689, -1.882, -4.270], [-7.979, -10.594, 5.124], [0.451, 0.822, -0.098], [-0.431, 0.400, 1.018], [0.169, -0.932, -0.569], [0.449, 0.597, -0.739], [2.924, 5.521, 1.287], [-4.530, 0.947, 0.294], [0.958, -6.178, -2.039], [0.022, 0.126, 0.599], [-0.055, 1.435, 0.623], [0.433, -0.105, -0.307], [0.687, -0.488, -0.646], [-0.439, -1.306, 0.140], [-2.204, -0.012, 1.045], [1.368, -2.599, 1.797], [1.224, 2.569, -1.662], [-0.551, 0.831, -0.570], [0.311, -0.055, -0.597], [-0.127, -0.516, 0.199], [0.150, -0.320, -0.305], [-0.179, -0.037, 0.171], [2.468, -1.257, -2.367], [-0.293, 2.113, -1.557], [-4.485, -4.471, 2.362], [1.427, 3.226, 1.391], [0.413, 0.445, -0.330], [0.083, -0.231, 0.374], [0.530, -0.076, 0.108], [-0.075, 0.281, 0.110]],
  "lowdin_charge": [0.165, -0.872, 0.156, 0.072, 0.115, 0.128, 0.116, 0.122, 0.151, -0.809, 0.162, 0.031, 0.112, 0.123, 0.120, 0.108, 0.168, -0.881, 0.177, 0.040, 0.118, 0.128, 0.130, 0.120, 0.156, -0.871, 0.175, 0.066, 0.124, 0.109, 0.123, 0.119, 0.145, -0.764, 0.181, -0.044, 0.125, 0.111, 0.129, 0.117, 0.159, -0.820, 0.177, -0.013, 0.105, 0.128, 0.138, 0.125, 0.160, -0.799, 0.167, -0.003, 0.114, 0.123, 0.124, 0.114, 0.159, -0.945, 0.163, 0.161, 0.120, 0.106, 0.113, 0.122, 0.165, -0.824, 0.148, 0.028, 0.112, 0.132, 0.130, 0.110, 0.142, -0.718, 0.143, 0.003, 0.114, 0.094, 0.107, 0.115, 0.168, -0.822, 0.151, 0.047, 0.105, 0.117, 0.124, 0.110]
}